P:
Density functional theory data (ωB97M-V/def2-TZVPD) for a cluster of 3 separate species, C4H12O2 in total.

Structure (ORCA input):
```
! RIJCOSX wB97M-V def2-TZVPD def2/J DEFGRID3
* xyz 0 1
C -1.19435 1.09933 0.71202
C 0.06559 0.31547 0.42771
C 0.17532 -0.45305 -0.65556
C 1.48102 -1.12613 -1.06257
H -1.95396 0.35222 0.95791
H -1.03100 1.63206 1.65655
H -1.52726 1.83386 -0.00825
H 0.89865 0.30175 1.12363
H -0.65838 -0.61570 -1.32860
H 2.29178 -0.39742 -1.05756
H 1.42235 -1.52583 -2.06988
H 1.71488 -1.89066 -0.32191
O -1.16554 -3.05177 1.40622
H -0.94074 -2.13781 1.18402
H -0.34766 -3.53219 1.24091
O 0.53526 3.06840 -1.01763
H 1.44221 2.77318 -0.89365
H 0.43619 3.87996 -0.50916
*
```

The calculation puts the HOMO energy at -0.3383 Ha. The structure (SMILES) is C/C=C/C.O.O. Its LUMO energy is 0.027 hartree.

Mulliken population analysis, charges in e, atoms 1 to 2: C -1.0745; C -0.1996

***

Q:
Density functional theory data (ωB97M-V/def2-TZVPD) for a cluster of 2 separate species, C4H12O2 in total.

Structure (ORCA input):
```
! RIJCOSX wB97M-V def2-TZVPD def2/J DEFGRID3
* xyz 0 1
C 0.25474 -1.17088 1.75847
C 0.87691 0.09946 1.37224
O 2.30494 0.04462 1.75202
H -0.67062 -1.35258 1.34782
H 0.10713 -1.41021 2.83267
H 0.90389 -2.02097 1.51416
H 0.82853 0.15646 0.23832
H 0.66796 1.05784 1.79528
H 2.76031 0.70111 1.31495
C -1.35698 1.09321 -2.49180
C -1.10202 -0.28527 -1.83428
O -0.89717 0.14919 -0.44576
H -0.83865 0.97148 -3.53212
H -0.72304 1.79641 -1.96115
H -2.46501 1.22058 -2.71211
H -1.99826 -0.88028 -1.86981
H -0.17294 -0.77911 -1.99981
H -1.80659 0.42594 -0.11520
*
```

The calculation puts the HOMO energy at -0.3480 Ha. The structure (SMILES) is CCO.CCO. Its LUMO energy is 0.026 hartree.

Mulliken population analysis, charges in e, atoms 1 to 2: C -1.0695; C 0.0727

***

Last place for stability: Q

***

P:
Density functional theory data (ωB97M-V/def2-TZVPD) for a cluster of 2 separate species, C4H12O2 in total.

Structure (ORCA input):
```
! RIJCOSX wB97M-V def2-TZVPD def2/J DEFGRID3
* xyz 0 1
C 4.90369 -0.37417 -0.64840
C 4.03329 -0.13712 0.57926
O 2.74941 -0.56050 0.23196
H 4.74499 -1.39754 -1.02805
H 5.95597 -0.27519 -0.33294
H 4.71370 0.33867 -1.46839
H 4.29842 -0.66523 1.51534
H 4.00970 0.94744 0.79981
H 2.17015 -0.60211 1.02136
C -4.95760 0.18717 0.35565
C -3.77810 0.75363 -0.40442
O -2.94191 -0.23388 -0.90911
H -4.64712 -0.37020 1.25540
H -5.52128 -0.49443 -0.30336
H -5.62451 1.00980 0.66409
H -4.04172 1.23342 -1.36658
H -3.32153 1.52667 0.24320
H -2.74555 -0.88643 -0.20483
*
```

The calculation puts the HOMO energy at -0.3715 Ha. The structure (SMILES) is CCO.CCO. Its LUMO energy is 0.029 hartree.

Mulliken population analysis, charges in e, atoms 1 to 2: C -0.9784; C -0.1697

***

Q:
Density functional theory data (ωB97M-V/def2-TZVPD) for a cluster of 3 separate species, C4H12O2 in total.

Structure (ORCA input):
```
! RIJCOSX wB97M-V def2-TZVPD def2/J DEFGRID3
* xyz 0 1
C 0.64024 -0.73699 -0.61862
C -0.39362 -1.17140 0.25634
C -1.56055 -0.35065 0.55684
C -0.17492 -2.39751 1.03385
H 1.63999 -1.25145 -0.79695
H 0.31847 0.28583 -0.98817
H -2.01155 0.06808 -0.33900
H -1.31210 0.55416 1.28674
H -2.23307 -0.87890 1.21546
H 0.63301 -3.15556 0.71836
H -1.26760 -2.78772 1.10569
H 0.06306 -2.04366 2.02938
O 0.15939 3.23253 -2.77985
H -0.28107 2.41751 -2.62624
H 0.13672 3.46431 -3.70383
O 2.05789 1.70907 1.58038
H 2.44784 1.22508 0.82492
H 1.13790 1.81727 1.24468
*
```

The calculation puts the HOMO energy at -0.3303 Ha. The structure (SMILES) is C=C(C)C.O.O. Its LUMO energy is 0.023 hartree.

Mulliken population analysis, charges in e, atoms 1 to 2: C -0.9993; C 1.2210

***

R:
Density functional theory data (ωB97M-V/def2-TZVPD) for a cluster of 2 separate species, C4H12O2 in total.

Structure (ORCA input):
```
! RIJCOSX wB97M-V def2-TZVPD def2/J DEFGRID3
* xyz 0 1
C 1.98942 1.03024 0.13887
C 0.40873 0.79495 0.01508
C -0.47081 1.99791 0.35685
O 0.10307 0.38581 -1.36363
H 2.61317 0.17999 -0.29868
H 2.36301 1.12259 1.10206
H 2.24150 1.81574 -0.49755
H 0.23494 -0.02755 0.77852
H 0.13245 2.85769 0.26192
H -1.21087 2.23645 -0.38182
H -0.87207 1.78930 1.32824
H -0.57559 0.95577 -1.83576
C -1.00842 -2.60274 0.39706
O -2.04176 -2.03126 -0.40718
H -1.33142 -2.66190 1.42898
H -0.18249 -2.03209 0.29704
H -0.61328 -3.53873 0.07943
H -1.77958 -2.27216 -1.39941
*
```

The calculation puts the HOMO energy at -0.3615 Ha. The structure (SMILES) is CC(C)O.CO. Its LUMO energy is 0.032 hartree.

Mulliken population analysis, charges in e, atoms 1 to 2: C -1.4355; C 0.9339

***

S:
Density functional theory data (ωB97M-V/def2-TZVPD) for a cluster of 2 separate species, C4H12O2 in total.

Structure (ORCA input):
```
! RIJCOSX wB97M-V def2-TZVPD def2/J DEFGRID3
* xyz 0 1
C -0.05090 -1.49107 -0.23300
C -0.10125 0.02827 -0.20293
C 1.29134 0.67610 -0.07608
C 1.26593 2.15715 -0.41470
O 1.71155 0.53899 1.29219
H -0.03719 -1.93589 -1.22740
H 0.81657 -1.82953 0.33687
H -0.93747 -1.93762 0.22074
H -0.64209 0.42333 0.65494
H -0.55925 0.40844 -1.12070
H 2.05337 0.21008 -0.70684
H 2.20924 2.57504 -0.04450
H 0.48254 2.69124 0.11975
H 1.21816 2.38915 -1.47374
H 2.37257 -0.14837 1.35295
O -3.44704 -1.65725 0.17034
H -3.29676 -1.14283 0.97628
H -4.34932 -1.95524 0.37586
*
```

The calculation puts the HOMO energy at -0.3707 Ha. The structure (SMILES) is CC[C@@H](C)O.O. Its LUMO energy is 0.030 hartree.

Mulliken population analysis, charges in e, atoms 1 to 2: C -1.0219; C -0.3049

***

Last place for stability: R